(1)
Entry from OMol25: 3 unconnected molecules or ions with the total composition C28H58F2N4PSSi at a distorted geometry (ωB97M-V with the def2-TZVPD basis set).

XYZ file:
```
95
Properties=species:S:1:pos:R:3
C 8.901 1.666 0.226
C 8.325 1.431 -0.945
C 7.095 2.219 -1.389
N 5.966 1.337 -1.862
C 6.364 0.531 -3.090
N 5.418 -0.548 -3.317
C 4.964 -0.653 -4.726
P 5.589 0.057 -0.552
S 5.720 0.679 1.252
C 4.757 2.213 -2.171
F 4.355 2.006 -3.443
F 5.104 3.511 -2.134
C 3.543 2.033 -1.266
C 2.439 3.056 -1.651
Si 0.777 2.595 -0.851
C 1.054 2.391 1.017
C -0.486 3.921 -1.261
C 0.330 0.888 -1.542
C 0.469 0.608 -2.897
C 0.154 -0.642 -3.356
C -0.283 -1.630 -2.515
C -0.436 -1.360 -1.179
C -0.136 -0.099 -0.712
H 8.597 2.525 0.820
H 9.656 1.020 0.655
H 8.782 0.680 -1.585
H 7.443 2.867 -2.195
H 6.802 2.788 -0.511
H 7.327 0.047 -2.923
H 6.505 1.169 -3.961
H 5.886 -1.417 -3.090
H 3.951 -0.249 -4.789
H 4.877 -1.706 -4.993
H 5.614 -0.148 -5.444
H 6.613 -0.877 -0.810
H 4.386 -0.576 -0.883
H 3.078 1.049 -1.380
H 3.775 2.268 -0.227
H 2.284 3.125 -2.730
H 2.733 4.025 -1.235
H 1.033 1.350 1.339
H 2.044 2.779 1.281
H 0.289 2.960 1.552
H -1.515 3.588 -1.120
H -0.333 4.277 -2.285
H -0.307 4.786 -0.610
H 0.816 1.380 -3.577
H 0.249 -0.872 -4.414
H -0.510 -2.626 -2.879
H -0.774 -2.105 -0.468
H -0.294 0.062 0.349
C -4.102 -6.290 1.569
C -3.765 -4.964 0.905
N -4.548 -4.693 -0.286
C -4.050 -3.567 -1.055
C -4.096 -2.177 -0.409
C -5.992 -4.752 -0.122
C -6.636 -3.818 0.910
H -3.993 -7.119 0.867
H -3.425 -6.465 2.406
H -5.117 -6.303 1.968
H -2.709 -4.999 0.618
H -3.857 -4.162 1.655
H -4.582 -3.529 -2.010
H -3.008 -3.784 -1.320
H -5.105 -1.766 -0.403
H -3.475 -1.486 -0.985
H -3.715 -2.182 0.614
H -6.261 -5.779 0.136
H -6.463 -4.587 -1.095
H -6.075 -3.779 1.845
H -7.640 -4.174 1.148
H -6.744 -2.803 0.530
C -3.471 3.440 1.843
C -3.194 1.986 2.195
N -2.565 1.804 3.488
C -2.071 0.452 3.696
C -3.094 -0.689 3.754
C -3.255 2.404 4.620
C -4.699 1.964 4.894
H -2.557 4.036 1.886
H -3.868 3.503 0.828
H -4.211 3.890 2.505
H -2.519 1.589 1.428
H -4.133 1.419 2.106
H -1.472 0.436 4.611
H -1.363 0.233 2.888
H -3.630 -0.707 4.701
H -2.576 -1.647 3.664
H -3.821 -0.636 2.942
H -3.252 3.488 4.482
H -2.657 2.245 5.520
H -5.295 1.898 3.983
H -5.184 2.692 5.547
H -4.742 1.004 5.406
```

Output
Energy above the lowest of the compared OMol25 structures with the same formula, charge and spin (eV): 0.863
Total charge: +1
LUMO level (eV): -2.9

***

(2)
Entry from OMol25: a molecular structure, C28H58GeN3O3RuSSbSe4Si2 (ωB97M-V with the def2-TZVPD basis set).

XYZ file:
```
102
Properties=species:S:1:pos:R:3
Ru -0.169 0.870 -0.085
C 1.357 -1.006 2.844
C 1.530 -2.050 1.750
C 2.993 -2.086 1.316
C 1.081 -3.424 2.242
O 0.651 -1.645 0.681
Si 0.540 -2.196 -0.888
S -0.650 -0.823 -1.899
O 2.063 -2.355 -1.425
C 2.727 -3.048 -2.483
C 2.689 -4.557 -2.248
C 4.165 -2.545 -2.461
C 2.060 -2.682 -3.806
O -0.083 -3.728 -0.889
C -1.395 -4.272 -0.995
C -1.251 -5.748 -0.623
C -2.332 -3.578 -0.015
C -1.900 -4.138 -2.432
H 2.075 -1.165 3.652
H 0.351 -1.044 3.258
H 1.528 -0.012 2.427
H 3.626 -2.170 2.204
H 3.272 -1.179 0.778
H 3.197 -2.933 0.663
H 1.724 -3.763 3.059
H 1.134 -4.152 1.432
H 0.050 -3.382 2.601
H 3.231 -4.813 -1.334
H 3.166 -5.071 -3.087
H 1.665 -4.910 -2.149
H 4.620 -2.744 -1.490
H 4.197 -1.470 -2.638
H 4.753 -3.042 -3.238
H 1.028 -3.042 -3.828
H 2.604 -3.126 -4.644
H 2.056 -1.598 -3.927
H -0.903 -5.843 0.408
H -0.521 -6.229 -1.278
H -2.208 -6.267 -0.719
H -1.867 -3.554 0.971
H -3.282 -4.117 0.055
H -2.525 -2.555 -0.329
H -1.229 -4.662 -3.117
H -1.945 -3.088 -2.716
H -2.902 -4.567 -2.525
Se 5.776 0.868 -0.533
Sb 4.308 2.087 -2.015
Se 1.954 0.999 -0.994
Se 3.840 4.435 -1.610
Se 3.887 1.210 -4.213
C -0.898 6.086 -1.128
N -0.064 5.375 -2.074
C 0.882 6.120 -2.882
C -0.264 4.085 -2.267
N -0.477 2.955 -2.411
H -1.526 6.826 -1.638
H -0.274 6.600 -0.391
H -1.537 5.378 -0.606
H 0.357 6.784 -3.578
H 1.518 5.424 -3.424
H 1.527 6.716 -2.232
C 3.446 2.446 1.916
Ge 1.667 3.194 2.193
C 1.374 2.911 4.137
C 1.778 5.164 2.023
C 0.230 2.691 0.955
H 4.035 2.661 2.812
H 3.948 2.880 1.053
H 3.444 1.365 1.776
H 1.974 3.678 4.638
H 1.758 1.937 4.444
H 0.350 3.005 4.481
H 2.515 5.576 2.716
H 0.807 5.618 2.241
H 2.073 5.430 1.006
H 0.373 3.398 0.135
H -0.717 2.961 1.438
C -2.902 -1.262 2.870
Si -2.801 0.514 2.214
C -1.742 1.453 3.433
C -4.540 1.233 2.400
N -2.209 0.723 0.609
C -3.157 0.615 -0.407
C -4.195 -0.333 -0.407
C -5.115 -0.405 -1.441
C -5.040 0.458 -2.523
C -4.027 1.410 -2.540
C -3.120 1.496 -1.502
H -3.508 -1.276 3.783
H -1.911 -1.647 3.121
H -3.348 -1.960 2.162
H -1.997 1.156 4.456
H -1.889 2.531 3.345
H -0.686 1.257 3.282
H -4.837 1.189 3.453
H -5.298 0.715 1.810
H -4.540 2.282 2.091
H -4.268 -1.046 0.405
H -5.890 -1.165 -1.404
H -5.745 0.383 -3.342
H -3.932 2.092 -3.378
H -2.339 2.234 -1.528
```

Output
Energy above the lowest of the compared OMol25 structures with the same formula, charge and spin (eV): 0.917
Total charge: -2
Multiplicity: 5
LUMO level (alpha / beta) (eV): 4.1 / 3.6

***

(3)
Entry from OMol25: a molecular structure, C28H59BClCsF4NO8PRbSSi2 at a distorted geometry (ωB97M-V with the def2-TZVPD basis set).

XYZ file:
```
108
Properties=species:S:1:pos:R:3
C 10.762 2.674 0.900
C 10.286 2.404 -0.606
C 10.225 0.838 -0.857
C 9.294 0.403 -2.069
C 7.759 0.763 -1.849
C 7.077 0.825 -3.294
C 5.512 1.020 -3.070
C 4.886 -0.447 -2.826
C 3.425 -0.452 -3.473
C 2.441 -1.225 -2.473
C 1.224 -0.238 -2.109
C 0.264 -1.076 -1.116
C -1.280 -0.812 -1.396
Si -1.994 0.748 -0.575
Cl -4.091 0.434 -0.371
C -1.302 0.865 1.228
C -2.249 0.180 2.303
O -2.582 -1.188 2.011
C -1.839 -2.116 2.816
C -1.252 -3.223 1.793
O -1.561 2.234 -1.330
Si -2.543 2.663 -2.685
C -4.270 3.359 -2.213
C -5.262 3.624 -3.344
C -6.723 4.169 -3.173
C -7.048 4.450 -1.604
C -5.883 4.144 -0.629
N -4.602 3.634 -0.866
P -2.838 1.107 -4.225
O -3.866 -0.138 -3.694
O -1.347 0.501 -4.795
H 9.831 2.687 1.552
H 11.350 3.633 1.011
H 11.423 1.806 1.211
H 11.033 2.900 -1.304
H 9.302 2.940 -0.751
H 9.873 0.328 0.089
H 11.292 0.491 -1.030
H 9.695 0.829 -3.039
H 9.365 -0.727 -2.147
H 7.246 0.014 -1.170
H 7.620 1.791 -1.389
H 7.284 -0.154 -3.834
H 7.499 1.690 -3.899
H 5.001 1.505 -3.956
H 5.303 1.685 -2.171
H 4.898 -0.705 -1.729
H 5.493 -1.218 -3.393
H 3.008 0.599 -3.592
H 3.407 -0.965 -4.475
H 2.951 -1.569 -1.525
H 2.049 -2.157 -2.990
H 0.634 -0.121 -3.063
H 1.575 0.730 -1.654
H 0.573 -0.980 -0.036
H 0.454 -2.166 -1.397
H -1.436 -0.889 -2.509
H -1.845 -1.697 -0.941
H -0.224 0.545 1.303
H -1.312 1.982 1.464
H -1.741 0.300 3.309
H -3.188 0.816 2.366
H -2.557 -2.653 3.507
H -0.946 -1.672 3.338
H -1.160 -4.263 2.299
H -0.259 -2.847 1.400
H -1.979 -3.214 0.897
H -1.837 3.774 -3.361
H -4.921 3.403 -4.401
H -7.465 4.364 -4.034
H -8.097 4.845 -1.258
H -6.120 4.370 0.457
H -3.447 -1.018 -3.735
H -0.627 1.144 -4.645
Rb -1.229 -5.842 2.288
C -7.145 -2.837 -0.059
C -6.431 -3.463 1.128
C -6.868 -2.822 2.437
O -5.020 -3.308 0.970
H -6.915 -1.769 -0.133
H -6.815 -3.298 -0.993
H -8.228 -2.954 0.025
H -6.638 -4.535 1.157
H -6.628 -1.755 2.446
H -6.339 -3.273 3.280
H -7.942 -2.940 2.595
H -4.825 -2.361 0.943
B 11.852 -2.643 -3.221
F 10.833 -3.173 -4.069
F 12.271 -1.373 -3.719
F 11.334 -2.486 -1.898
F 12.962 -3.535 -3.195
O -5.687 0.822 8.179
S -5.873 -0.412 7.468
O -4.757 -1.233 7.076
O -6.795 -0.132 6.170
C -6.359 0.854 5.232
C -5.183 0.366 4.406
C -7.020 -1.423 8.355
H -6.119 1.789 5.745
H -7.203 1.056 4.570
H -4.299 0.211 5.027
H -4.924 1.093 3.634
H -5.416 -0.589 3.930
H -7.886 -0.824 8.629
H -6.514 -1.785 9.249
H -7.308 -2.264 7.727
Cs -6.502 6.556 -2.564
```

Output
Total charge: +1
LUMO level (eV): -5.0